Entry from the Open Molecules 2025 dataset: a single C21H29N3OS molecule (ωB97M-V/def2-TZVPD).

Summary:
Charge = 0
E_HOMO = -7.798 eV
Structure (SMILES) = Cc1ccc(NC(=S)N(CCN2CCCCC2)Cc2ccco2)cc1C
Calculated total energy = -39600.6907 eV
Energy above the lowest of the compared OMol25 structures with the same formula, charge and spin = 32.31 kcal/mol
Gap between HOMO and LUMO = 8.513 eV

Each line ends with the natural charge from an NBO analysis.
CARTESIAN COORDINATES (ANGSTROEM)
C  -3.52  -2.54  -1.67  -0.628
C  -2.44  -2.37  -0.65  -0.066
C  -2.74  -2.31  0.70  -0.178
C  -1.76  -2.13  1.66  -0.252
C  -0.43  -1.99  1.27  0.151
C  -0.12  -2.08  -0.09  -0.286
C  -1.10  -2.26  -1.05  0.097
C  -0.72  -2.33  -2.49  -0.652
H  -1.21  -1.54  -3.06  0.218
H  -1.03  -3.29  -2.92  0.219
H  0.36  -2.23  -2.61  0.217
H  0.92  -2.03  -0.39  0.229
N  0.54  -1.79  2.25  -0.625
C  1.83  -1.35  2.09  0.310
N  2.09  -0.35  1.22  -0.435
C  1.09  0.62  0.81  -0.268
H  0.25  0.12  0.34  0.227
H  1.57  1.28  0.08  0.216
C  0.58  1.45  2.02  -0.202
N  -0.54  2.31  1.79  -0.457
C  -0.38  3.42  0.89  -0.212
C  -0.78  3.13  -0.56  -0.417
C  -2.21  2.61  -0.61  -0.399
C  -2.33  1.37  0.28  -0.418
C  -1.86  1.71  1.70  -0.213
H  -1.87  0.81  2.32  0.204
H  -2.57  2.43  2.13  0.184
H  -3.36  1.03  0.33  0.209
H  -1.73  0.56  -0.14  0.197
H  -2.50  2.37  -1.63  0.206
H  -2.89  3.38  -0.24  0.193
H  -0.11  2.39  -1.00  0.193
H  -0.69  4.05  -1.15  0.208
H  0.66  3.76  0.94  0.197
H  -1.02  4.24  1.26  0.186
H  1.41  2.08  2.38  0.191
H  0.32  0.76  2.82  0.204
C  3.47  -0.02  0.90  -0.268
C  3.65  0.04  -0.58  0.266
C  4.13  1.01  -1.40  -0.305
C  4.05  0.50  -2.72  -0.313
C  3.52  -0.75  -2.60  0.086
O  3.28  -1.04  -1.31  -0.406
H  3.29  -1.50  -3.33  0.204
H  4.34  0.99  -3.62  0.230
H  4.49  1.98  -1.11  0.228
H  4.10  -0.80  1.34  0.271
H  3.75  0.94  1.34  0.214
S  3.00  -2.05  3.05  -0.253
H  0.42  -2.33  3.09  0.424
H  -2.02  -2.09  2.71  0.215
H  -3.77  -2.41  1.02  0.210
H  -3.54  -1.71  -2.37  0.215
H  -3.36  -3.45  -2.24  0.217
H  -4.49  -2.61  -1.18  0.217